[1]
Computed, not measured: C14H23NO4S in the gas phase, with ωB97M-V/def2-TZVPD.

Each line ends with the natural charge from an NBO analysis.
Geometry (Å):
C1 -2.66 -2.43 0.12  -0.600
C2 -1.26 -1.85 -0.01  -0.398
C3 -0.18 -2.92 0.16  -0.386
C4 1.23 -2.39 -0.08  -0.397
C5 1.70 -1.43 1.01  -0.422
C6 3.16 -1.00 0.84  -0.228
N1 3.46 -0.32 -0.39  -0.858
S1 3.15 1.30 -0.53  2.323
O1 3.72 1.70 -1.78  -0.935
O2 3.60 1.92 0.68  -0.945
C7 1.37 1.47 -0.63  -0.344
C8 0.72 1.11 -1.78  -0.198
C9 -0.67 1.21 -1.83  -0.291
C10 -1.38 1.67 -0.74  0.271
C11 -0.69 2.06 0.44  0.334
C12 0.69 1.96 0.47  -0.311
H1 1.27 2.24 1.33  0.256
O3 -1.47 2.51 1.45  -0.490
C13 -0.83 2.97 2.62  -0.254
H2 -0.28 2.16 3.12  0.177
H3 -0.14 3.79 2.41  0.182
H4 -1.63 3.31 3.27  0.204
O4 -2.73 1.78 -0.68  -0.479
C14 -3.49 1.40 -1.80  -0.253
H5 -3.35 0.34 -2.04  0.176
H6 -4.53 1.57 -1.52  0.205
H7 -3.25 2.01 -2.68  0.179
H8 -1.18 0.92 -2.74  0.227
H9 1.28 0.77 -2.63  0.233
H10 3.25 -0.83 -1.24  0.398
H11 3.44 -0.30 1.63  0.229
H12 3.81 -1.88 0.91  0.198
H13 1.06 -0.54 1.01  0.210
H14 1.60 -1.91 1.98  0.206
H15 1.26 -1.88 -1.05  0.189
H16 1.92 -3.23 -0.12  0.200
H17 -0.25 -3.35 1.16  0.194
H18 -0.38 -3.72 -0.56  0.199
H19 -1.13 -1.07 0.74  0.197
H20 -1.15 -1.38 -0.99  0.194
H21 -3.41 -1.65 0.03  0.207
H22 -2.85 -3.18 -0.65  0.199
H23 -2.79 -2.91 1.09  0.203

Output
Energy relative to the best compared isomer or geometry (same formula, charge and spin), kJ/mol: 1.92
HOMO, Ha: -0.31390
Kohn-Sham gap, eV: 9.194
Maximum force, eV/A: 0.95
Lowest unoccupied orbital energy, eV: 0.65
SMILES: CCCCCCNS(=O)(=O)c1ccc(OC)c(OC)c1



[2]
Computed, not measured: 2 unconnected molecules or ions with the total composition C4H12 at a distorted geometry, with ωB97M-V/def2-TZVPD.

Each line ends with the natural charge from an NBO analysis.
Geometry (Å):
C1 1.84 -0.94 -0.07  -0.617
C2 1.96 0.62 -0.20  -0.625
H1 0.83 -1.36 -0.08  0.203
H2 2.51 -1.52 -0.69  0.207
H3 2.13 -1.25 0.96  0.199
H4 2.64 0.93 0.58  0.210
H5 1.02 1.15 -0.30  0.215
H6 2.60 0.72 -1.06  0.208
C3 -2.05 0.51 0.79  -0.607
C4 -1.78 -0.08 -0.62  -0.606
H7 -2.53 -0.28 1.38  0.197
H8 -1.12 0.76 1.31  0.203
H9 -2.83 1.29 0.73  0.205
H10 -1.06 -0.91 -0.55  0.203
H11 -1.36 0.69 -1.27  0.199
H12 -2.80 -0.35 -0.93  0.206

Output
Energy relative to the best compared isomer or geometry (same formula, charge and spin), kJ/mol: 58.54
HOMO, Ha: -0.42146
Kohn-Sham gap, eV: 12.674
Maximum force, eV/A: 2.35
Lowest unoccupied orbital energy, eV: 1.21
SMILES: CC.CC



[3]
Computed, not measured: C4H9NOS in the gas phase at a distorted geometry, with ωB97M-V/def2-TZVPD.

Each line ends with the natural charge from an NBO analysis.
Geometry (Å):
C1 -2.51 -0.05 -0.58  -0.369
C2 -1.74 0.26 0.44  -0.382
C3 1.81 1.69 0.07  -0.413
C4 0.56 -1.86 -0.28  -0.798
N1 0.76 0.81 -0.52  -0.977
O1 0.45 -0.26 1.85  -0.956
S1 0.11 -0.19 0.43  1.946
H1 -3.56 0.25 -0.60  0.216
H2 -2.03 -0.46 -1.48  0.209
H3 -2.08 0.54 1.42  0.233
H4 1.48 2.03 1.08  0.196
H5 2.01 2.52 -0.57  0.202
H6 2.69 1.06 0.13  0.182
H7 1.52 -1.56 -0.69  0.250
H8 0.60 -2.59 0.42  0.229
H9 -0.06 -2.19 -1.13  0.233

Output
Energy relative to the best compared isomer or geometry (same formula, charge and spin), kJ/mol: 442.04
HOMO, Ha: -0.31223
Kohn-Sham gap, eV: 9.373
Maximum force, eV/A: 4.16
Lowest unoccupied orbital energy, eV: 0.88
SMILES: C=C[S@](C)(=O)=NC



[4]
Computed, not measured: a molecular structure, C5H10N2O at a distorted geometry, with ωB97M-V/def2-TZVPD.

Each line ends with the natural charge from an NBO analysis.
Geometry (Å):
C1 0.71 -0.16 -0.25  -0.118
C2 0.82 -1.33 -1.18  -0.637
C3 -0.58 -1.03 1.31  0.554
C4 -0.35 0.73 -0.27  0.266
N1 -0.58 -0.44 2.53  -0.869
N2 0.99 1.45 -1.46  -1.045
C5 -1.49 1.35 -0.17  -0.450
O1 -1.02 -2.14 1.11  -0.649
H1 1.52 0.04 0.44  0.243
H2 -0.96 -0.94 3.33  0.388
H3 -0.26 0.50 2.65  0.391
H4 0.86 1.45 -2.47  0.362
H5 1.72 2.09 -1.16  0.363
H6 1.86 -1.43 -1.52  0.227
H7 0.18 -1.20 -2.05  0.220
H8 0.52 -2.24 -0.67  0.260
H9 -2.26 1.01 0.52  0.244
H10 -1.66 2.28 -0.70  0.251

Output
Energy relative to the best compared isomer or geometry (same formula, charge and spin), kJ/mol: 572.01
HOMO, Ha: -0.25704
Kohn-Sham gap, eV: 7.713
Maximum force, eV/A: 3.61
Lowest unoccupied orbital energy, eV: 0.72



[5]
Computed, not measured: a molecular structure, C12H21AgN2O4P, with ωB97M-V/def2-TZVPD.

Each line ends with the natural charge from an NBO analysis.
Geometry (Å):
Ag1 -0.99 0.66 -0.14  0.610
N1 -5.37 -1.51 2.94  -0.803
C1 -4.77 -0.74 3.87  0.651
O1 -5.16 -0.64 5.01  -0.574
C2 -3.55 0.05 3.44  -0.175
C3 -2.90 0.78 4.43  -0.072
C4 -1.78 1.53 4.09  -0.241
C5 -1.35 1.52 2.78  0.059
N2 -1.97 0.82 1.82  -0.562
C6 -3.05 0.10 2.15  0.080
H1 -6.18 -2.03 3.23  0.423
H2 -5.04 -1.64 2.01  0.391
H3 -3.29 0.75 5.43  0.267
H4 -1.26 2.12 4.83  0.246
H5 -0.49 2.10 2.48  0.210
H6 -3.51 -0.44 1.34  0.195
C7 2.30 2.95 -1.68  -0.634
C8 1.73 1.93 -2.64  -0.066
O2 1.98 0.59 -2.15  -0.833
P1 0.82 -0.22 -1.42  1.724
O3 0.13 -1.16 -2.48  -0.831
C9 0.89 -2.08 -3.33  -0.069
C10 0.96 -1.55 -4.74  -0.632
O4 1.65 -1.26 -0.55  -0.833
C11 2.66 -0.79 0.38  -0.062
C12 4.03 -1.19 -0.10  -0.634
H7 2.11 3.96 -2.05  0.234
H8 3.37 2.82 -1.57  0.228
H9 1.83 2.86 -0.70  0.201
H10 2.22 1.98 -3.62  0.209
H11 0.66 2.07 -2.80  0.181
H12 0.35 -3.02 -3.28  0.204
H13 1.88 -2.23 -2.90  0.193
H14 -0.04 -1.39 -5.14  0.222
H15 1.48 -2.26 -5.37  0.233
H16 1.50 -0.60 -4.77  0.211
H17 2.42 -1.25 1.34  0.199
H18 2.58 0.29 0.49  0.174
H19 4.09 -2.27 -0.22  0.225
H20 4.78 -0.88 0.62  0.229
H21 4.26 -0.72 -1.06  0.221

Output
Charge: +1
HOMO, Ha: -0.47602
Kohn-Sham gap, eV: 9.958
Maximum force, eV/A: 0.45
Lowest unoccupied orbital energy, eV: -3.00